Record 1
DFT (the ωB97M-V functional and the def2-TZVPD basis) results for 8 unconnected molecules or ions with the total composition C23H59N3O16.

The geometry in XYZ format:
```
101
Properties=species:S:1:pos:R:3
C 0.641 -24.472 31.267
N 0.705 -23.184 30.401
O 0.124 -23.256 29.308
O 1.515 -22.285 30.619
H 0.333 -25.194 30.511
H -0.101 -24.290 32.044
H 1.639 -24.629 31.675
C -0.638 -18.007 36.206
N -1.047 -18.559 34.913
O -1.454 -17.777 34.073
O -0.853 -19.792 34.685
H -1.371 -18.333 36.944
H -0.792 -16.934 36.087
H 0.287 -18.287 36.710
C 0.838 -22.539 35.427
N 1.781 -22.206 34.393
O 2.082 -23.161 33.672
O 2.267 -21.047 34.401
H -0.052 -22.854 34.881
H 0.756 -21.696 36.114
H 1.210 -23.432 35.929
C -2.507 -18.392 42.575
O -2.530 -18.336 41.078
C -3.489 -19.220 40.517
C -2.850 -20.566 40.112
O -2.129 -20.437 38.902
C -1.663 -21.759 38.607
H -2.392 -19.416 42.932
H -3.502 -18.071 42.884
H -1.687 -17.822 43.010
H -3.926 -18.680 39.677
H -4.271 -19.400 41.254
H -3.728 -21.211 40.079
H -2.153 -20.937 40.864
H -2.454 -22.506 38.534
H -0.934 -22.111 39.337
H -1.039 -21.733 37.714
C 2.369 -16.238 30.277
O 2.071 -17.610 29.990
C 2.814 -18.576 30.673
C 2.382 -18.829 32.053
O 2.769 -17.774 32.991
C 2.566 -18.165 34.265
H 2.389 -15.943 31.326
H 1.650 -15.566 29.809
H 3.288 -16.001 29.741
H 3.844 -18.250 30.816
H 2.890 -19.527 30.145
H 3.002 -19.669 32.365
H 1.318 -19.048 31.958
H 2.613 -17.280 34.899
H 3.407 -18.768 34.605
H 1.635 -18.705 34.438
C 6.115 -24.693 29.160
O 5.076 -25.713 29.315
C 4.148 -25.457 30.364
C 4.669 -25.554 31.886
O 5.803 -24.745 32.273
C 5.497 -23.388 32.442
H 6.508 -24.395 30.132
H 5.639 -23.734 28.954
H 6.947 -24.848 28.473
H 3.326 -26.165 30.262
H 3.647 -24.522 30.112
H 4.778 -26.581 32.235
H 3.811 -25.303 32.510
H 5.285 -22.758 31.578
H 6.491 -23.105 32.789
H 4.720 -23.395 33.207
C 2.682 -28.576 31.314
O 2.175 -27.849 32.428
C 2.524 -28.284 33.765
C 2.023 -27.272 34.832
O 2.510 -25.993 34.651
C 3.790 -25.793 35.313
H 2.392 -28.106 30.374
H 2.334 -29.607 31.367
H 3.767 -28.475 31.311
H 3.588 -28.502 33.856
H 2.002 -29.230 33.911
H 2.002 -27.651 35.854
H 0.980 -27.141 34.544
H 4.549 -26.561 35.164
H 3.741 -25.481 36.356
H 4.198 -24.905 34.828
C -0.037 -28.204 41.155
O -1.049 -27.189 41.148
C -1.225 -26.368 40.020
C -0.116 -25.353 39.726
O 1.229 -25.735 39.425
C 1.974 -24.957 38.427
H -0.049 -28.798 40.241
H -0.400 -28.867 41.941
H 0.991 -27.898 41.351
H -2.093 -25.729 40.182
H -1.419 -27.003 39.155
H -0.264 -24.487 40.370
H -0.475 -24.972 38.770
H 1.694 -23.918 38.597
H 1.668 -25.279 37.431
H 3.012 -25.175 38.677
```

Results
electronic energy = -2279.19754 a.u.
charge = -1
spin multiplicity = 2
lowest unoccupied orbital energy (alpha / beta) = 2.109 / 2.107 eV
⟨S²⟩ = 0.7534

***

Record 2
DFT (the ωB97M-V functional and the def2-TZVPD basis) results for a molecular structure, C23H60ClN4O12V.

The geometry in XYZ format:
```
101
Properties=species:S:1:pos:R:3
O 0.255 -0.017 -0.439
V 1.534 0.917 -0.453
Cl -0.012 3.427 -2.962
O -0.037 4.569 -2.094
O 0.515 2.295 -2.220
O -1.319 3.087 -3.404
O 0.862 3.668 -4.076
C 0.723 -4.172 -3.616
C -0.588 -3.628 -3.081
C -1.452 -4.667 -2.412
O -0.261 -2.616 -2.089
H 1.425 -3.383 -3.893
H 0.551 -4.707 -4.553
H 1.205 -4.869 -2.926
H -1.011 -3.058 -3.917
H -2.482 -4.337 -2.262
H -1.210 -4.861 -1.361
H -1.423 -5.631 -2.925
H -1.110 -2.276 -1.737
C 2.590 -2.485 -0.787
O 2.626 -1.195 -0.154
C 3.087 -1.325 1.201
C 3.146 0.021 1.882
N 1.809 0.622 1.731
C 1.664 1.876 2.467
C 0.270 2.394 2.133
O 0.000 2.331 0.739
C -1.229 2.991 0.481
H 1.767 -3.060 -0.368
H 3.588 -2.915 -0.737
H 2.342 -2.318 -1.832
H 4.114 -1.702 1.121
H 2.449 -2.045 1.713
H 3.913 0.671 1.473
H 3.356 -0.128 2.947
H 1.105 -0.037 2.159
H 2.419 2.604 2.155
H 1.760 1.718 3.546
H 0.183 3.432 2.477
H -0.484 1.865 2.730
H -2.105 2.511 0.924
H -1.463 3.016 -0.585
H -1.141 4.047 0.745
C 1.712 -0.236 -3.584
O 2.358 0.165 -2.379
C 3.615 0.782 -2.697
C 4.279 1.121 -1.373
N 3.491 2.077 -0.523
C 3.406 3.400 -1.211
C 2.599 4.339 -0.327
O 3.428 4.602 0.803
C 2.885 5.609 1.637
H 2.384 -0.808 -4.233
H 1.462 0.622 -4.220
H 0.792 -0.782 -3.403
H 3.473 1.684 -3.294
H 4.256 0.063 -3.208
H 5.254 1.570 -1.594
H 4.504 0.202 -0.835
H 4.094 2.222 0.282
H 2.848 3.267 -2.137
H 4.397 3.806 -1.412
H 1.655 3.923 0.044
H 2.296 5.233 -0.880
H 2.529 6.481 1.086
H 3.676 5.888 2.331
H 2.037 5.242 2.230
C -1.259 -2.745 2.127
C -1.201 -1.496 3.008
C -1.927 -1.604 4.334
O -2.105 -0.363 4.981
C -3.136 0.417 4.419
N 0.247 -1.192 3.224
H -2.268 -3.051 1.852
H -0.859 -3.599 2.690
H -0.729 -2.626 1.181
H -1.626 -0.738 2.346
H -1.352 -2.222 5.030
H -2.851 -2.176 4.214
H -3.405 1.245 5.073
H -4.045 -0.180 4.307
H -2.862 0.816 3.435
H 0.679 -2.108 3.329
H 0.285 -0.776 4.156
C -3.675 0.349 -1.912
C -3.570 -0.741 -0.856
C -4.907 -1.001 -0.141
O -4.742 -1.956 0.875
C -5.990 -2.519 1.254
N -3.123 -2.017 -1.459
H -3.607 1.294 -1.373
H -4.631 0.284 -2.436
H -2.863 0.320 -2.635
H -2.844 -0.386 -0.118
H -5.598 -1.345 -0.920
H -5.325 -0.057 0.231
H -6.283 -3.312 0.563
H -6.795 -1.782 1.293
H -5.874 -2.931 2.255
H -3.457 -2.764 -0.853
H -3.660 -2.141 -2.316
```

Results
electronic energy = -3437.89864 a.u.
charge = +1
spin multiplicity = 2
lowest unoccupied orbital energy (alpha / beta) = -3.422 / -2.761 eV
⟨S²⟩ = 0.7977
energy above the lowest of the compared OMol25 structures with the same formula, charge and spin = 0.432 eV

***

Record 3
DFT (the ωB97M-V functional and the def2-TZVPD basis) results for 6 unconnected molecules or ions with the total composition C23H60IN3O21P5.

The geometry in XYZ format:
```
113
Properties=species:S:1:pos:R:3
C -0.711 -4.631 6.602
C -2.249 -4.906 6.716
N -2.957 -3.605 6.495
C -3.066 -3.180 5.070
C -3.167 -1.622 5.109
C -4.248 -1.052 6.117
I -5.787 -0.139 4.839
N -3.666 0.072 6.886
C -2.929 -0.298 7.791
O -2.484 -0.625 8.815
C -4.998 -2.122 6.996
C -4.328 -3.540 7.082
N -5.187 -4.598 6.556
H -0.475 -4.528 5.531
H -0.425 -3.718 7.165
H -0.166 -5.470 7.067
H -2.512 -5.231 7.739
H -2.520 -5.686 5.992
H -2.408 -2.875 6.963
H -2.136 -3.400 4.512
H -3.896 -3.651 4.523
H -3.296 -1.227 4.088
H -2.152 -1.280 5.414
H -5.148 -1.760 8.032
H -6.016 -2.244 6.592
H -4.216 -3.787 8.157
H -5.835 -4.226 5.865
H -5.789 -4.929 7.307
C 0.875 0.296 0.228
O 0.614 -0.970 0.876
P -0.970 -1.541 0.720
O -0.903 -2.379 1.982
O -0.604 -2.427 -0.589
C 0.666 -3.044 -0.735
O -2.609 -1.920 0.475
C -3.530 -0.918 0.886
H 1.925 0.551 0.362
H 0.660 0.232 -0.843
H 0.261 1.079 0.676
H 1.082 -3.365 0.221
H 1.360 -2.360 -1.227
H 0.547 -3.921 -1.368
H -3.378 0.001 0.317
H -3.398 -0.717 1.952
H -4.544 -1.274 0.716
C -3.207 5.933 -2.488
O -3.549 4.982 -1.461
P -3.253 3.353 -1.847
O -4.307 2.886 -0.872
O -1.782 3.365 -1.146
C -1.512 4.169 -0.012
O -2.966 1.765 -2.398
C -3.610 1.433 -3.645
H -3.410 6.935 -2.115
H -2.146 5.858 -2.747
H -3.812 5.761 -3.381
H -2.381 4.269 0.641
H -1.172 5.158 -0.326
H -0.709 3.698 0.556
H -3.247 2.080 -4.442
H -4.694 1.538 -3.547
H -3.372 0.402 -3.893
C 7.638 -1.063 1.575
O 6.448 -0.690 0.856
P 6.537 -0.856 -0.829
O 5.501 0.177 -1.152
O 5.918 -2.359 -0.783
C 4.893 -2.707 0.132
O 7.053 -1.172 -2.395
C 8.263 -0.505 -2.794
H 7.451 -0.945 2.641
H 7.901 -2.107 1.374
H 8.472 -0.418 1.292
H 4.213 -1.876 0.328
H 5.330 -3.053 1.071
H 4.317 -3.526 -0.296
H 9.096 -0.811 -2.160
H 8.134 0.580 -2.737
H 8.483 -0.782 -3.822
C -2.842 -2.128 -9.435
O -2.866 -0.854 -8.766
P -1.522 -0.521 -7.789
O -2.218 0.434 -6.868
O -0.745 0.238 -8.996
C -1.442 1.051 -9.928
O -0.054 -0.609 -6.973
C 0.114 -1.757 -6.126
H -3.735 -2.214 -10.051
H -1.958 -2.212 -10.075
H -2.840 -2.941 -8.705
H -2.291 1.564 -9.475
H -1.783 0.446 -10.770
H -0.751 1.802 -10.307
H 0.067 -2.675 -6.713
H -0.659 -1.773 -5.352
H 1.091 -1.691 -5.652
C 2.414 3.709 1.413
O 2.773 3.517 0.039
P 3.559 4.820 -0.715
O 3.127 4.484 -2.109
O 5.030 4.241 -0.363
C 5.290 2.837 -0.401
O 4.256 6.319 -1.038
C 3.429 7.456 -0.748
H 1.954 2.792 1.780
H 3.298 3.928 2.021
H 1.697 4.528 1.506
H 4.713 2.329 -1.169
H 5.075 2.395 0.573
H 6.345 2.687 -0.616
H 3.178 7.487 0.313
H 2.512 7.418 -1.343
H 3.982 8.356 -1.007
```

Results
electronic energy = -4660.65579 a.u.
charge = +1
spin multiplicity = 1
lowest unoccupied orbital energy = -3.749 eV

***

Record 4
DFT (the ωB97M-V functional and the def2-TZVPD basis) results for 10 unconnected molecules or ions with the total composition C23H60N2O11.

The geometry in XYZ format:
```
96
Properties=species:S:1:pos:R:3
C 3.691 1.724 -0.548
C 3.705 0.310 0.274
C 2.590 0.219 1.443
C 1.510 -0.996 1.197
N 0.179 -0.339 0.946
C -0.192 -0.431 -0.512
C -1.735 0.085 -0.621
C -2.736 -1.200 -0.522
C -3.936 -0.855 0.551
C -5.384 -0.988 -0.155
N -6.335 0.138 0.125
C -7.469 0.155 -0.840
C -8.443 1.334 -0.449
C -7.698 1.952 0.811
C -6.363 1.179 1.158
O 0.604 0.498 -1.351
C 1.171 -0.267 -2.434
O 0.503 -0.604 -3.476
H 4.700 1.786 -1.146
H 2.849 1.780 -1.333
H 3.541 2.611 0.176
H 4.742 0.267 0.810
H 3.687 -0.605 -0.448
H 1.998 1.191 1.624
H 3.132 -0.033 2.431
H 1.807 -1.699 0.334
H 1.398 -1.598 2.195
H -0.566 -0.792 1.512
H -0.022 -1.484 -0.950
H -1.907 0.850 0.220
H -1.850 0.573 -1.655
H -3.129 -1.392 -1.586
H -2.145 -2.160 -0.214
H -3.873 -1.716 1.341
H -3.759 0.128 1.120
H -5.287 -1.111 -1.311
H -5.893 -1.974 0.227
H -7.506 -0.625 -1.688
H -9.418 1.624 -0.978
H -8.132 2.851 1.409
H -5.588 1.321 1.990
H 2.296 -0.548 -2.325
C 3.666 -3.855 3.275
O 2.449 -3.126 3.227
H 3.985 -4.076 2.255
H 4.434 -3.257 3.772
H 3.513 -4.791 3.817
H 2.190 -2.944 4.142
C -5.452 -5.257 1.123
O -5.663 -4.074 0.369
H -5.241 -4.984 2.158
H -6.349 -5.880 1.088
H -4.600 -5.805 0.713
H -5.847 -4.347 -0.542
C 7.076 2.884 -2.738
O 7.265 1.842 -1.792
H 6.043 2.863 -3.086
H 7.279 3.848 -2.266
H 7.748 2.735 -3.587
H 8.187 1.885 -1.502
C 5.592 5.648 -0.343
O 5.606 5.808 -1.752
H 6.437 5.023 -0.050
H 5.679 6.624 0.140
H 4.661 5.162 -0.038
H 4.848 6.365 -1.983
C -7.722 -0.221 4.497
O -7.239 1.112 4.524
H -7.717 -0.618 5.513
H -8.742 -0.235 4.107
H -7.073 -0.835 3.866
H -7.253 1.438 3.611
C 7.462 -1.077 1.057
O 7.943 0.254 1.080
H 7.463 -1.472 2.074
H 6.443 -1.090 0.663
H 8.113 -1.693 0.430
H 7.929 0.576 0.167
C 3.518 9.320 -2.499
O 3.699 8.001 -2.991
H 2.698 9.319 -1.780
H 4.433 9.657 -2.005
H 3.272 9.990 -3.327
H 4.430 8.031 -3.625
C -2.179 -2.253 -4.848
O -1.994 -3.299 -3.907
H -3.213 -2.270 -5.197
H -1.973 -1.292 -4.372
H -1.508 -2.401 -5.698
H -1.072 -3.260 -3.616
C -1.341 -5.593 1.682
O -1.868 -6.537 0.764
H -2.169 -5.106 2.202
H -0.707 -6.103 2.411
H -0.761 -4.839 1.144
H -1.116 -6.951 0.318
```

Results
electronic energy = -1849.03737 a.u.
charge = 0
SMILES = CCCCN[C@@H](CCCCn1cccc1)OC=O.CO.CO.CO.CO.CO.CO.CO.CO.CO
spin multiplicity = 1
lowest unoccupied orbital energy = 0.347 eV